Entry 1:
Here is a molecular structure, C31H57N2O2P2SV in a non-equilibrium geometry from OMol25. Energies are from ωB97M-V with the def2-TZVPD basis set.

Cartesian coordinates (Å):
C1 -1.2922 -2.4429 -2.0173
C2 0.8296 -1.5637 -2.4353
C3 -0.9282 -3.6809 -2.5391
C4 1.3200 -2.8383 -2.8175
C5 0.4274 -3.9024 -2.8438
H1 -1.6961 -4.4473 -2.6844
H2 2.3544 -2.9269 -3.1573
H3 0.7548 -4.8969 -3.1454
N1 -0.3461 -1.5366 -1.6910
P1 -2.8929 -0.8761 -0.3415
P2 3.3252 0.2899 -0.6342
C6 -2.7233 -1.9636 -1.8586
H4 -3.0480 -1.3647 -2.7341
H5 -3.3953 -2.8289 -1.8217
C7 -0.4719 1.1642 0.9152
O1 -0.2826 1.9413 1.7805
C8 1.2890 -0.3171 -2.9439
H6 2.1564 -0.3667 -3.5930
C9 4.3985 1.5630 -1.4674
C10 3.6280 0.1678 1.1673
C11 -4.0556 0.5750 -0.6675
C12 -3.5743 -2.1960 0.8229
C13 3.5745 2.8593 -1.4282
H7 3.4236 3.2289 -0.4055
H8 4.1069 3.6346 -1.9993
H9 2.5809 2.7083 -1.8754
C14 5.8081 1.7670 -0.8717
H10 5.8162 2.0646 0.1843
H11 6.4247 0.8651 -0.9841
H12 6.2968 2.5729 -1.4445
C15 4.5683 1.0606 -2.9222
H13 5.4392 1.5347 -3.3964
H14 4.7082 -0.0275 -2.9274
H15 3.6855 1.2771 -3.5346
C16 3.7380 1.5546 1.8187
H16 2.7580 2.0541 1.8028
H17 4.0358 1.4351 2.8701
H18 4.4581 2.2252 1.3399
C17 2.4308 -0.5643 1.7960
H19 1.5298 0.0610 1.7936
H20 2.1868 -1.4888 1.2584
H21 2.6555 -0.8206 2.8407
C18 4.8745 -0.7312 1.2392
H22 5.7729 -0.2641 0.8180
H23 5.0840 -1.0139 2.2791
H24 4.6808 -1.6498 0.6669
C19 -4.0152 -1.5369 2.1330
H25 -4.2755 -2.3351 2.8429
H26 -3.2125 -0.9440 2.5843
H27 -4.9086 -0.9111 2.0086
C20 -2.4052 -3.1623 1.0669
H28 -2.1046 -3.6783 0.1451
H29 -1.5328 -2.6381 1.4801
H30 -2.7256 -3.9228 1.7919
C21 -4.7665 -2.9861 0.2502
H31 -5.1391 -3.6477 1.0462
H32 -5.5919 -2.3401 -0.0689
H33 -4.4925 -3.6381 -0.5849
C22 -3.5919 1.3192 -1.9292
H34 -3.7224 0.7163 -2.8384
H35 -4.2083 2.2262 -2.0363
H36 -2.5402 1.6428 -1.8772
C23 -3.9758 1.5289 0.5394
H37 -2.9550 1.8964 0.7170
H38 -4.6223 2.3956 0.3390
H39 -4.3170 1.0592 1.4689
C24 -5.4961 0.0933 -0.8754
H40 -5.5711 -0.6605 -1.6699
H41 -5.9448 -0.3107 0.0391
H42 -6.1162 0.9483 -1.1849
V1 -0.7496 0.0981 -0.5449
N2 -0.2426 1.1230 -1.8929
C25 0.4803 0.8059 -2.9486
C26 0.1272 1.5283 -4.2617
C27 1.3008 1.5456 -5.2301
C28 -1.0499 0.7250 -4.8326
C29 -0.3652 2.9474 -3.9806
H43 2.0937 2.2025 -4.8558
H44 1.7244 0.5530 -5.3826
H45 0.9919 1.9056 -6.2140
H46 -1.8798 0.7572 -4.1113
H47 -1.3962 1.1502 -5.7806
H48 -0.7901 -0.3312 -4.9802
H49 -0.7112 3.4017 -4.9165
H50 -1.2062 2.9213 -3.2772
H51 0.4083 3.5758 -3.5244
C30 0.2593 -2.3433 4.6193
S1 -0.8684 -1.0662 4.0182
C31 -0.1141 0.4031 4.7332
O2 -0.6101 -0.9842 2.5287
H52 0.3475 -3.1046 3.8369
H53 1.2357 -1.8989 4.8467
H54 -0.1879 -2.7730 5.5215
H55 0.9589 0.2349 4.8686
H56 -0.2953 1.2479 4.0662
H57 -0.5988 0.5665 5.6998

Its total energy is -95238.5295 eV. Its spin multiplicity is 4. The calculation puts the lowest unoccupied orbital energy (alpha / beta) at -4.243 / -3.456 eV. The net charge is +1. The expectation value of S² is 4.079. The calculation puts the frontier orbital gap (alpha / beta) at 5.3 / 6.5 eV. The value obtained for the energy above the lowest of the compared OMol25 structures with the same formula, charge and spin is 4.0968 eV.


Entry 2:
Here is a molecular structure, C31H58CsN6OPSe2 from OMol25. Energies are from ωB97M-V with the def2-TZVPD basis set.

Cartesian coordinates (Å):
Cs1 0.8390 1.3838 -0.9333
C1 -1.7398 3.3668 5.0409
Se1 0.0735 3.2886 4.1068
C2 -0.3050 1.7175 2.9810
C3 -1.6958 1.1267 2.9855
Se2 -3.0483 2.1660 2.0124
C4 -2.9036 1.2253 0.3050
H1 -1.9265 2.4880 5.6598
H2 -2.5838 3.5345 4.3731
H3 -1.6542 4.2352 5.6998
H4 0.3944 0.9560 3.3254
H5 -0.0407 1.9587 1.9460
H6 -2.0854 0.9529 3.9866
H7 -1.6375 0.1780 2.4469
H8 -3.7466 0.5468 0.1854
H9 -1.9809 0.6425 0.3172
H10 -2.8771 1.9419 -0.5144
N1 4.3786 4.3490 0.8864
C5 3.2414 3.5964 0.6552
O1 3.2276 2.7694 -0.2513
C6 2.1064 3.8328 1.6093
C7 2.2873 3.0233 2.8816
H11 5.2203 3.9439 0.5085
H12 4.4634 4.6979 1.8282
H13 1.1780 3.5942 1.0774
H14 2.0672 4.8970 1.8698
H15 3.0509 3.4825 3.5274
H16 2.5736 1.9875 2.6533
C8 0.9952 5.5520 -1.1505
N2 -0.2293 4.7775 -1.0907
C9 -1.0186 5.1458 0.0656
C10 -1.0179 4.9324 -2.3140
C11 -0.2857 4.4786 -3.5589
C12 0.0735 5.4290 -4.5096
C13 0.7979 5.0602 -5.6381
C14 1.1680 3.7314 -5.7795
C15 0.7929 2.8059 -4.8055
C16 0.0449 3.1130 -3.6580
H17 0.7873 6.6336 -1.2900
H18 1.6122 5.2151 -1.9811
H19 1.5555 5.4299 -0.2248
H20 -1.3267 6.2116 0.0258
H21 -0.4599 4.9831 0.9892
H22 -1.9201 4.5311 0.1179
H23 -1.3378 5.9927 -2.4189
H24 -1.9196 4.3232 -2.1905
H25 -0.1987 6.4742 -4.3687
H26 1.0786 5.8021 -6.3798
H27 1.7570 3.4215 -6.6415
H28 1.1273 1.7750 -4.9548
N3 -0.2855 -0.8739 0.4209
P1 0.0197 -2.3246 0.1500
N4 -1.1877 -3.4437 0.6834
C17 -1.4476 -4.7462 0.0960
C18 -2.4548 -5.5147 0.9453
C19 -3.8153 -4.8039 0.9603
C20 -3.6269 -3.2797 0.9049
C21 -2.2696 -2.8878 1.4766
N5 1.5037 -2.8925 0.7890
C22 1.8828 -4.2861 0.8306
C23 1.4675 -4.9761 2.1329
C24 2.0136 -4.2033 3.3319
C25 1.6149 -2.7323 3.2464
C26 2.0397 -2.1414 1.9049
N6 0.2085 -2.9494 -1.4558
C27 -0.9416 -2.6468 -2.2930
C28 -0.9050 -3.4782 -3.5677
C29 0.3885 -3.2220 -4.3339
C30 1.5920 -3.4132 -3.4132
C31 1.4306 -2.5778 -2.1472
H29 -0.5222 -5.3230 0.0125
H30 -1.8420 -4.6750 -0.9324
H31 -2.0618 -5.5978 1.9622
H32 -2.5583 -6.5338 0.5597
H33 -4.3683 -5.0854 1.8614
H34 -4.4164 -5.1382 0.1083
H35 -4.4291 -2.7696 1.4445
H36 -3.6719 -2.9319 -0.1310
H37 -2.2111 -3.2236 2.5293
H38 -2.1352 -1.8029 1.4734
H39 2.9824 -4.3508 0.7488
H40 1.4726 -4.7996 -0.0429
H41 1.8289 -6.0115 2.1363
H42 0.3755 -4.9989 2.1923
H43 3.1105 -4.2717 3.3354
H44 1.6665 -4.6515 4.2683
H45 2.0599 -2.1599 4.0664
H46 0.5266 -2.6389 3.3326
H47 3.1434 -2.1565 1.8383
H48 1.6999 -1.1101 1.8075
H49 -0.9549 -1.5723 -2.5499
H50 -1.8569 -2.8404 -1.7258
H51 -1.7724 -3.2366 -4.1915
H52 -0.9702 -4.5391 -3.3015
H53 0.3826 -2.1881 -4.6979
H54 0.4594 -3.8688 -5.2141
H55 2.5166 -3.1318 -3.9282
H56 1.6773 -4.4674 -3.1274
H57 1.4158 -1.5113 -2.4396
H58 2.2723 -2.7219 -1.4709

Its total energy is -184603.8715 eV. Its spin multiplicity is 1. The calculation puts the lowest unoccupied orbital energy at 3.804 eV. The net charge is -2. The calculation puts the frontier orbital gap at 4.3 eV. The value obtained for the energy above the lowest of the compared OMol25 structures with the same formula, charge and spin is 0.3705 eV.